Computed, not measured: a cluster of 2 separate species, C3H10N2O2 in total, with wB97M-V/def2-TZVPD.

Strongest force on any atom: 5.460 eV/Å
Net charge: 0
Frontier orbital gap: 10.4 eV
Spin multiplicity: 1
SMILES: CC(=O)NCN.O
LUMO: 0.560 eV
Relative energy (zero: lowest compared OMol25 entry of this formula, charge and spin): 44.0 kcal/mol

Positions of all 17 atoms, in Å:
O (0.804, 0.427, 0.162)
O (2.764, 1.771, -1.911)
N (-1.691, -0.258, 2.437)
N (-0.945, -1.134, 0.216)
C (-0.288, 0.210, -1.793)
C (-0.867, -1.259, 1.724)
C (-0.083, -0.173, -0.377)
H (-1.100, -2.383, 1.969)
H (-1.957, -1.398, -0.188)
H (0.614, -0.111, -2.360)
H (-1.177, -0.020, -2.345)
H (2.183, 1.465, -1.099)
H (2.419, 1.362, -2.639)
H (0.209, -1.325, 2.061)
H (-0.382, 1.325, -1.855)
H (-1.082, 0.547, 2.695)
H (-2.397, 0.030, 1.858)